DFT (ωB97M-V/def2-TZVPD) results for a 2-piece molecular cluster, C8H16IN overall.

```
26
Properties=species:S:1:pos:R:3
C -0.29341 -1.89033 0.20514
C 1.03762 -0.15591 1.25635
C 2.03859 -2.30919 0.58073
C 1.13502 -0.73651 -1.15832
C -1.90277 1.77448 0.82921
C -2.06063 1.85425 -1.64140
C 1.03795 -1.23510 0.24631
C -1.86910 0.99958 -0.46584
N -1.24092 -2.53520 0.03018
I -3.68109 -0.53829 -0.36038
H 0.69832 0.76634 0.96556
H 2.03948 0.11207 1.73983
H 0.56663 -0.45209 2.21337
H 3.12577 -2.14221 0.54710
H 1.94710 -2.59270 1.56181
H 1.82714 -3.19670 0.08099
H 2.09546 -0.17679 -1.23854
H 0.26114 -0.17762 -1.32023
H 1.22960 -1.54824 -1.84332
H -2.78350 2.39217 0.99405
H -1.54780 1.03228 1.62591
H -1.08971 2.48429 0.61727
H -2.18761 1.28695 -2.59408
H -1.30785 2.51067 -1.69079
H -2.96439 2.53383 -1.54816
H -2.50358 -1.63272 -0.38965
```

- Charge: 0

=====

DFT (ωB97M-V/def2-TZVPD) results for a 2-piece molecular cluster, C6H7N overall.

```
14
Properties=species:S:1:pos:R:3
C -3.03133 0.04731 0.52848
C -2.05606 0.03812 -0.16682
C 0.98311 -1.10500 0.61393
C 1.29421 0.35377 0.65842
C 0.74778 0.73498 -0.67901
C -0.21455 -0.44544 -1.04843
N 0.20900 -1.51637 -0.29624
H -3.63807 0.43961 1.26714
H 1.45313 -1.69958 1.25447
H 0.74382 0.61262 1.49945
H 2.26391 0.63400 0.60872
H 0.14221 1.66074 -0.72799
H 1.53671 0.93079 -1.36931
H -0.43388 -0.68554 -2.14281
```

- Charge: 0

=====

DFT (ωB97M-V/def2-TZVPD) results for a 2-piece molecular cluster, C12H16F3NO6S overall.

```
39
Properties=species:S:1:pos:R:3
C -0.64766 -0.16079 1.97107
C -1.43903 -0.83538 0.74828
C -1.18487 0.09815 -0.50803
C -1.74175 -0.48119 -1.86559
C -0.75586 -1.63649 -2.34906
O 0.37272 -0.94808 -2.96935
C 1.57480 -1.47127 -2.59680
O 1.78576 -2.62906 -2.34798
C 2.74870 -0.42061 -2.55874
C 2.95490 0.36585 -3.80752
C 4.01529 1.35324 -3.79015
N 4.81196 1.51444 -2.66203
C 4.65105 0.80790 -1.49255
O 5.51034 1.06673 -0.45998
C 3.58996 -0.21896 -1.37978
H -0.73753 0.95255 1.79982
H 0.43828 -0.41658 1.82083
H -1.05788 -0.46369 2.96599
H -1.01551 -1.87129 0.63208
H -2.52889 -0.91974 1.01727
H -1.68106 1.07850 -0.28137
H -0.05798 0.23160 -0.56067
H -1.62772 0.33685 -2.64319
H -2.81114 -0.80819 -1.83669
H -0.49475 -2.23948 -1.44464
H -1.23445 -2.26069 -3.15851
H 2.30378 0.16894 -4.69181
H 4.15788 1.96669 -4.71081
H 5.56407 2.20528 -2.71754
H 5.47301 0.30342 0.15117
H 3.44857 -0.83276 -0.46183
C -4.93196 0.67312 5.61523
F -5.57877 -0.50738 5.49205
F -5.87852 1.63253 5.52466
F -4.46925 0.71866 6.88369
S -3.58510 0.88118 4.35785
O -4.25814 0.80666 3.07074
O -2.67200 -0.22537 4.60532
O -3.01122 2.18469 4.63858
```

- Charge: 0

=====

DFT (ωB97M-V/def2-TZVPD) results for C40H54AsBrN3O3S2Si3Sr as an isolated structure.

```
108
Properties=species:S:1:pos:R:3
Sr -0.29723 -0.25675 0.26408
O -0.04177 2.27075 -0.24598
S 0.66711 3.55568 0.09281
C -0.49864 4.58929 1.01467
C -1.91594 4.63951 0.43944
C -3.01273 4.41460 1.48394
C -2.94928 3.07541 2.20723
S -3.46654 1.50248 1.39668
O -2.16010 0.75719 1.35398
C -3.87954 2.02650 -0.25134
C -3.04984 1.81654 -1.33590
C -3.46560 2.23024 -2.59326
C -4.69614 2.84951 -2.75735
C -5.52985 3.04211 -1.66355
C -5.12818 2.61682 -0.40764
C 0.70355 4.50890 -1.41808
C 1.50834 5.63997 -1.46792
C 1.56044 6.37599 -2.64010
C 0.82621 5.97181 -3.74890
C 0.03944 4.83148 -3.68968
C -0.02424 4.09011 -2.51766
H -0.00690 5.56474 1.02396
H -0.46195 4.21477 2.04019
H -2.00609 3.90261 -0.35980
H -2.07875 5.61058 -0.02798
H -3.98637 4.56244 1.01324
H -2.93848 5.18816 2.25368
H -3.50647 3.09696 3.14298
H -1.91596 2.81533 2.44495
H -2.09121 1.32916 -1.23077
H -2.82913 2.05294 -3.45041
H -5.01539 3.16516 -3.74138
H -6.49899 3.50507 -1.78946
H -5.78808 2.73383 0.44542
H 2.09848 5.93870 -0.60894
H 2.18247 7.25917 -2.69236
H 0.87600 6.54669 -4.66375
H -0.52435 4.51654 -4.55784
H -0.63032 3.19825 -2.44672
Br -8.71994 -3.50869 2.46964
C -7.27350 -4.63739 1.99810
C -6.06313 -4.50049 2.65965
C -4.99818 -5.30814 2.29856
C -5.15581 -6.24786 1.28769
C -6.38413 -6.41711 0.66969
C -7.44623 -5.59288 1.01065
N -4.08668 -7.15282 0.97105
N -3.00843 -6.72767 0.54953
C -2.81628 -5.35040 0.21358
C -3.66776 -4.60760 -0.56804
C -3.35570 -3.30416 -0.96480
C -2.17351 -2.67720 -0.59006
O -1.85846 -1.46520 -0.93869
C -1.28708 -3.44378 0.26468
N -0.16303 -2.81968 0.72390
C 0.68246 -3.49661 1.46522
C 0.50479 -4.84582 1.80719
C -0.63102 -5.48050 1.39249
C -1.58380 -4.77965 0.61836
H -5.95523 -3.76908 3.44835
H -4.04164 -5.21082 2.80055
H -6.50223 -7.18705 -0.08171
H -8.40342 -5.70355 0.52074
H -4.59748 -5.04290 -0.90945
H -4.03502 -2.75688 -1.60563
H 1.55076 -2.95335 1.81601
H 1.25563 -5.35314 2.39729
H -0.82428 -6.51479 1.64381
C 2.07902 0.79075 -2.69713
Si 3.66227 0.90787 -1.70257
C 4.05021 2.69893 -1.31280
C 5.06488 0.23129 -2.72984
As 3.15821 -0.28174 0.28624
Si 4.22184 -2.38413 -0.03533
C 3.11857 -3.37205 -1.17938
C 4.45849 -3.22078 1.63028
C 5.95105 -2.26154 -0.74359
Si 4.34620 0.76899 2.03074
C 6.17170 0.90705 1.65634
C 4.07518 -0.22585 3.59193
C 3.58294 2.46240 2.28094
H 2.19070 1.26399 -3.67653
H 1.26618 1.30473 -2.18007
H 1.78802 -0.25008 -2.86262
H 4.23851 3.23108 -2.24955
H 4.93994 2.80114 -0.69124
H 3.22005 3.19562 -0.80791
H 5.19454 0.91980 -3.57086
H 4.85482 -0.75538 -3.14545
H 6.01024 0.18724 -2.19038
H 2.05678 -3.19263 -1.00462
H 3.30100 -4.44007 -1.03685
H 3.33583 -3.13855 -2.22405
H 3.67144 -3.09414 2.36857
H 5.38952 -2.86393 2.07733
H 4.58409 -4.29262 1.44986
H 5.97030 -2.17337 -1.82837
H 6.47998 -3.18196 -0.47874
H 6.51299 -1.42889 -0.31878
H 6.65221 -0.07263 1.67566
H 6.66309 1.53057 2.40801
H 6.35795 1.35516 0.67900
H 4.71913 -1.10468 3.63368
H 3.04087 -0.55704 3.70084
H 4.31372 0.40152 4.45487
H 3.81200 3.16076 1.47703
H 3.96998 2.88321 3.21314
H 2.49585 2.39597 2.37341
```

- Charge: +1

=====

Going through the records in order, we get relative energy (zero: lowest compared OMol25 entry of this formula, charge and spin) values of 318.4; 555.8; 211.0; 85.1 kJ/mol.
Going through the records in order, we get E_LUMO values of 0.63; 0.23; -3.29; -2.10 eV.
Going through the records in order, we get largest force on an atom values of 5.4; 5.2; 3.3; 0.4 eV/A.